10
Properties=species:S:1:pos:R:3:forces:R:3:mulliken_charge:R:1 method="wB97M-V/def2-TZVPD" lumo_energy_ev=-1.49 gap_ev=8.57 largest_force_ha_per_bohr=0.0634 spin_multiplicity=1
C 1.054 0.281 -0.292 -0.6 -0.1 0.4 0.73
C -1.405 -0.354 0.490 -0.3 -0.2 1.2 0.10
H 2.283 -0.320 0.908 0.4 -0.3 0.1 0.27
H -2.052 -0.970 1.119 0.3 0.4 0.3 0.38
N 2.099 -0.372 -0.094 0.0 0.2 0.2 -0.58
N 0.333 1.058 0.705 -0.4 0.7 -0.1 -0.17
N -0.866 0.854 1.013 0.9 -0.6 0.0 -0.25
N -1.191 -0.799 -0.663 -0.2 0.3 -1.4 -0.16
N -0.727 0.080 -1.607 2.8 0.5 -1.3 -0.12
N 0.471 0.541 -1.578 -3.0 -1.0 0.6 -0.20

7
Properties=species:S:1:pos:R:3:forces:R:3:mulliken_charge:R:1 method="wB97M-V/def2-TZVPD" lumo_energy_ev="4.63 / 2.31" gap_ev="5.53 / 6.65" largest_force_ha_per_bohr=0.0862 charge=-1 spin_multiplicity=3
C 0.468 1.076 -0.154 -1.4 3.8 -1.3 -0.68
C 2.421 -0.242 0.037 1.1 0.0 0.4 0.62
N 0.964 -0.058 0.208 3.6 -1.8 1.9 -0.27
O 2.739 -1.098 -0.763 0.4 -1.2 -0.7 -0.66
O 3.218 0.519 0.695 -2.5 -0.5 -0.6 -0.57
H -0.582 1.223 -0.047 -0.7 0.2 -0.3 0.30
H 1.114 1.935 -0.418 -0.4 -0.5 0.7 0.25

8
Properties=species:S:1:pos:R:3:forces:R:3:mulliken_charge:R:1 method="wB97M-V/def2-TZVPD" lumo_energy_ev=-0.05 gap_ev=8.69 largest_force_ha_per_bohr=0.0687 spin_multiplicity=1
C -0.533 1.057 0.129 3.3 -0.7 -0.9 -0.57
C -1.643 0.483 -0.085 -2.4 -1.0 0.5 0.74
N 0.738 0.547 -0.164 1.2 -2.9 0.4 -0.39
O -2.664 -0.045 -0.109 -0.9 -0.5 -0.6 -0.33
O 0.643 -2.266 -0.029 0.0 -0.2 0.1 -0.53
P 1.250 -0.939 -0.056 -1.0 2.3 -0.5 0.57
H -0.405 1.986 0.495 -0.7 3.1 1.1 0.39
H 2.615 -0.824 -0.180 0.4 -0.2 -0.1 0.12

In the order shown, the computed energy relative to the best compared isomer or geometry (same formula, charge and spin) values come out to 50.7 0.0 45.7 kcal/mol.